Record 1
ORCA calculation (ωB97M-V with the def2-TZVPD basis set) on a molecular structure, C27H25Br3F4N4OSn.

Each line ends with the Mulliken charge.
Atoms and positions in Å:
Sn  -0.04359  0.20464  0.26149  1.003
C  3.79457  2.65083  1.67555  -1.424
C  2.46966  1.96372  1.33835  -0.254
N  2.58505  0.69983  0.59966  1.072
C  3.15696  -0.43375  1.34533  -0.561
C  4.67091  -0.62241  1.21805  -1.371
C  2.99173  0.85372  -0.79539  -1.162
C  2.77746  -0.36211  -1.71438  -1.163
N  1.54964  -1.05328  -1.42116  0.493
C  1.19098  -2.15889  -2.07607  -0.295
C  -0.02286  -2.78683  -1.68758  0.282
F  -0.71589  -2.21627  -0.68104  -0.197
C  -0.51379  -3.91882  -2.26985  -0.127
F  -1.66303  -4.42616  -1.83543  -0.281
C  0.17927  -4.52986  -3.30925  -0.311
C  1.36266  -3.95084  -3.73630  -0.054
F  2.03905  -4.49687  -4.73294  -0.263
C  1.86445  -2.80603  -3.15339  0.774
F  2.98787  -2.30891  -3.63499  -0.274
H  3.60228  3.62668  2.12551  0.447
H  4.39530  2.80887  0.77946  0.323
H  4.36674  2.06107  2.39205  0.317
H  1.85916  2.64811  0.73980  0.080
H  1.93874  1.75782  2.26929  0.208
H  2.66202  -1.35295  1.01976  0.209
H  2.90457  -0.29766  2.39394  0.476
H  4.97536  -0.97030  0.23062  0.250
H  4.99725  -1.36995  1.94193  0.458
H  5.20522  0.30611  1.42490  0.270
H  4.05354  1.11816  -0.87948  0.381
H  2.43067  1.69631  -1.20291  0.412
H  3.63201  -1.03635  -1.69540  0.594
H  2.74446  0.03098  -2.73700  0.587
H  -0.19530  -5.43311  -3.77282  0.542
Br  1.02817  -2.17347  4.90678  -0.041
C  -0.47093  -1.10380  4.62623  -0.242
C  -1.39438  -0.90368  5.63214  -0.408
C  -2.49769  -0.09270  5.41859  0.029
Br  -3.67655  0.18561  6.83471  -0.076
C  -2.73621  0.53838  4.14748  0.665
C  -3.84262  1.35705  3.86258  -0.542
C  -3.96240  1.92389  2.61780  -1.054
C  -2.98501  1.65876  1.65747  -0.307
N  -1.93766  0.88756  1.90171  0.250
C  -1.80376  0.33859  3.12163  0.364
C  -0.61433  -0.48286  3.33756  0.225
O  0.24854  -0.61382  2.43529  -0.280
H  -1.24348  -1.37732  6.59231  0.477
H  -4.59310  1.53489  4.62149  0.370
H  -4.79855  2.56632  2.37652  0.443
H  -3.05557  2.08214  0.66183  0.493
C  -4.52193  0.04768  -4.10752  -1.367
C  -3.44568  0.84865  -3.43141  0.527
C  -3.14082  2.15123  -3.81782  -0.457
C  -2.12064  2.85338  -3.19229  -0.771
C  -1.44064  2.20526  -2.18493  0.419
Br  -0.01020  3.08369  -1.27293  -0.099
N  -1.70460  0.97693  -1.78043  0.193
C  -2.69123  0.31338  -2.39566  -0.784
H  -5.19902  0.69142  -4.66384  0.398
H  -5.09932  -0.53371  -3.38887  0.378
H  -4.07752  -0.65662  -4.81463  0.301
H  -3.70268  2.62513  -4.61452  0.433
H  -1.86665  3.86481  -3.47787  0.499
H  -2.87667  -0.69228  -2.02967  0.521

## Properties
ΔE to the lowest compared entry with this formula, charge and spin	0.00	kcal/mol
total charge	+2
max |F|	1.57	eV/A
LUMO energy (spin up / spin down)	-8.16 / -7.38	eV
M	855.9	g mol⁻¹
highest occupied orbital energy (spin up / spin down)	-13.7 / -13.7	eV
frontier orbital gap (spin up / spin down)	5.537 / 6.273	eV



Record 2
ORCA calculation (ωB97M-V with the def2-TZVPD basis set) on a molecular structure, C27H25BrI2N5O4PRu.

Each line ends with the Mulliken charge.
Atoms and positions in Å:
Ru  0.66518  -0.34095  -0.09347  -0.037
I  5.42171  0.29618  1.95348  0.072
C  3.88544  -0.91300  2.64323  -0.211
C  4.02828  -1.60546  3.86742  -0.397
C  3.02112  -2.37892  4.37459  -0.258
I  3.32496  -3.36842  6.17929  0.120
C  1.78918  -2.49027  3.67152  0.731
C  0.66356  -3.23273  4.08755  -0.717
C  -0.47212  -3.25315  3.32291  -1.003
C  -0.50502  -2.52149  2.12684  -0.671
N  0.52451  -1.81510  1.71450  0.398
C  1.66576  -1.79261  2.45540  0.541
C  2.72458  -1.00290  1.91440  0.176
O  2.52068  -0.38106  0.76311  -0.641
H  4.96038  -1.51297  4.40711  0.379
H  0.70895  -3.78494  5.01694  0.219
H  -1.34017  -3.81897  3.62854  0.427
H  -1.38186  -2.52107  1.49032  0.548
Br  -0.41801  4.06445  -2.65721  -0.138
C  0.69322  3.07305  -3.83135  0.304
C  1.02886  3.71729  -5.01351  -0.639
C  1.85630  3.09845  -5.93569  -0.490
C  2.36619  1.83385  -5.67861  -0.771
C  2.03518  1.19928  -4.49762  -0.467
C  1.18918  1.79651  -3.55955  0.139
C  0.89157  1.01637  -2.33404  1.496
O  1.54420  -0.05740  -2.10319  -0.698
O  0.02063  1.37938  -1.49856  -0.680
H  0.64018  4.70728  -5.20396  0.427
H  2.10579  3.61360  -6.85353  0.395
H  3.02074  1.35076  -6.39029  0.406
H  2.42845  0.21876  -4.26969  0.415
O  -0.46585  -1.94147  -1.02397  -0.826
N  0.08905  -2.60707  -2.03351  0.624
C  -0.68845  -2.87928  -3.09403  -0.142
C  -0.17493  -3.56671  -4.17014  -0.750
C  1.15214  -3.96995  -4.15382  -0.211
C  1.92920  -3.67205  -3.04639  -1.007
C  1.37437  -2.98515  -1.98864  0.084
H  -1.70127  -2.51631  -3.01610  0.455
H  -0.82070  -3.77409  -5.01042  0.442
H  1.57335  -4.50716  -4.99138  0.439
H  2.96772  -3.96176  -2.98640  0.453
H  1.92222  -2.71874  -1.09576  0.548
C  -0.63984  3.55944  3.63878  -0.963
N  0.59761  2.79552  3.79675  0.113
C  1.70414  3.56821  3.22923  -0.957
N  1.49071  3.96441  1.83871  0.142
C  0.23043  4.69816  1.73982  -0.913
N  -0.91920  3.95448  2.25838  0.156
C  -1.26333  2.81617  1.41896  -0.994
P  0.15345  1.62215  1.36671  2.225
C  0.49518  1.47697  3.18010  -0.953
C  1.51161  2.82225  0.93759  -0.840
H  -0.55213  4.46852  4.23535  0.328
H  -1.47681  2.97285  4.02167  0.394
H  2.62330  2.98351  3.29826  0.412
H  1.82056  4.47450  3.82531  0.292
H  0.04960  4.96107  0.69648  0.388
H  0.32408  5.61567  2.32245  0.296
H  -1.47422  3.13953  0.39770  0.348
H  -2.15094  2.31504  1.80935  0.438
H  1.42972  0.92848  3.32171  0.448
H  -0.30348  0.90375  3.65844  0.460
H  1.35656  3.15227  -0.09092  0.291
H  2.46837  2.29851  1.00152  0.405

## Properties
2S+1	6
total charge	+1
<S²>	8.76
max |F|	0.47	eV/A
LUMO energy (spin up / spin down)	-2.86 / -4.22	eV
M	949.3	g mol⁻¹
highest occupied orbital energy (spin up / spin down)	-10.4 / -10.5	eV
frontier orbital gap (spin up / spin down)	7.526 / 6.268	eV